The following is a quantum chemistry calculation of a molecular structure, C22H28MnN2O7P at a distorted geometry, from the Open Molecules 2025 dataset.

Last column: Mulliken charge in e.
Positions of all 61 atoms, in Å:
Mn -0.16637 0.90576 -0.10115  0.811
O 4.12201 0.87851 -0.80959  -0.675
C 4.44098 2.13906 -0.57637  -0.078
C 5.83112 2.53092 -0.41726  -0.573
C 6.19496 3.81462 -0.04845  -0.428
C 5.23105 4.79794 0.13940  -0.551
C 3.88768 4.47066 -0.06163  -0.325
C 3.52222 3.17028 -0.42863  0.404
C 2.08753 2.78385 -0.27415  0.604
O 1.80590 1.53344 -0.50099  -0.893
N 1.26583 3.66492 0.29915  -0.620
N 0.01447 3.04314 0.57614  0.132
C -0.88987 3.79474 1.05078  -0.537
C -2.29629 3.42427 1.30565  0.288
C -3.08803 4.48060 1.85569  -0.357
C -4.45845 4.39662 1.87670  -0.912
C -5.04452 3.26618 1.31584  -0.343
C -4.34784 2.21556 0.75930  -0.858
C -2.90918 2.25924 0.76658  0.473
O -2.23192 1.29792 0.20846  -0.502
H 3.09510 0.95062 -0.79875  0.484
H 6.59973 1.77473 -0.57666  0.353
H 7.21550 3.99883 0.14574  0.396
H 5.49466 5.79470 0.52094  0.320
H 3.19200 5.22998 0.18006  0.449
H -0.60264 4.80512 1.21392  0.392
H -2.57912 5.24061 2.42036  0.333
H -5.08684 5.11984 2.34231  0.379
H -6.07477 3.12118 1.22283  0.403
H -4.78088 1.38861 0.32996  0.568
C 2.27336 -4.81947 -0.48764  -1.647
C 1.56690 -3.66563 0.34504  1.583
C 0.50334 -4.34425 1.17350  -1.584
C 2.65079 -2.90222 1.01348  -1.556
O 1.03028 -2.74567 -0.62528  -0.470
P -0.32483 -1.89123 -0.36459  2.509
O -0.40045 -1.12861 0.94028  -0.988
O -0.26453 -0.84758 -1.45792  -1.101
O -1.49587 -2.88722 -0.53232  -0.304
C -2.76828 -2.71089 -1.33411  1.926
C -3.32025 -1.34667 -0.87068  -1.752
C -2.49410 -2.66708 -2.78201  -1.804
C -3.65406 -3.89707 -0.82102  -1.772
H 2.72905 -5.50933 0.19555  0.428
H 2.94402 -4.40661 -1.25048  0.374
H 1.37758 -5.33754 -0.86156  0.388
H 0.83320 -5.28400 1.61686  0.461
H -0.40131 -4.54085 0.54700  0.271
H 0.21509 -3.72834 2.01416  0.353
H 2.93169 -3.45057 1.89944  0.403
H 2.33798 -1.91834 1.29579  0.316
H 3.54238 -2.75667 0.35117  0.297
H -2.77903 -0.55393 -1.38688  0.287
H -3.13927 -1.09475 0.19121  0.424
H -4.42890 -1.37212 -1.08173  0.411
H -2.04277 -1.76857 -3.09308  0.351
H -3.44835 -2.87861 -3.31634  0.407
H -1.76035 -3.42706 -3.02377  0.419
H -3.97777 -3.62977 0.15537  0.425
H -3.08427 -4.77876 -0.91895  0.450
H -4.59531 -4.00303 -1.46666  0.355

Cartesian forces, eV/Å:
-0.9 -0.5 0.3
-0.3 0.1 -0.2
3.0 1.4 0.2
-1.0 -0.7 -0.3
-1.0 -0.9 -0.3
-0.7 0.3 0.1
2.2 -0.3 0.1
-1.7 0.4 0.6
-0.8 1.0 1.5
-0.6 0.2 -0.3
0.0 -1.4 -0.6
1.1 -0.8 -0.9
-1.0 -0.8 0.3
0.3 1.4 -0.2
0.2 -1.5 0.2
0.3 -0.4 0.0
0.7 -1.2 -0.9
2.5 2.4 1.5
0.2 -0.5 -0.8
0.0 0.5 0.3
0.3 -0.7 0.0
-0.2 0.1 0.1
1.1 0.3 0.1
-0.1 -0.5 -0.3
-1.0 0.2 -0.1
0.1 1.1 0.3
0.2 0.6 -0.2
-0.2 0.6 0.3
-1.8 0.4 0.3
-1.1 -1.7 -0.9
-2.2 1.1 0.3
1.4 -1.1 -2.0
-0.9 0.1 0.3
1.1 0.2 0.5
-1.3 -0.3 0.4
1.5 2.6 -0.7
0.5 -0.7 0.4
-0.3 0.3 -0.6
-1.4 -1.6 -0.9
-0.1 1.0 2.9
-0.9 -0.4 0.0
-0.5 -1.8 -0.8
-0.9 1.9 -2.5
0.7 -0.2 0.3
-0.3 -0.3 0.2
0.7 -0.2 -0.8
0.3 -0.1 -0.2
0.8 0.1 0.6
-0.3 0.4 0.2
0.5 -0.1 0.5
-0.4 0.6 0.4
-0.8 -0.3 0.5
-0.5 0.0 -0.2
-0.3 -0.6 -0.4
1.0 0.5 0.1
0.3 1.3 -0.3
0.7 0.3 0.1
0.0 -0.5 -0.2
0.0 -0.3 1.0
0.5 -1.2 0.3
1.3 0.2 0.7

Properties
Multiplicity: 6
Orbital gap (alpha / beta): 7.33 / 7.39 eV
ΔE to the lowest compared entry with this formula, charge and spin: 20.1 kcal/mol
HOMO (alpha / beta): -4.600 / -4.662 eV
Total charge: -1
Energy: -81197.239 eV

The following is a quantum chemistry calculation of a molecular structure, C22H28N11O2S2SeV, from the Open Molecules 2025 dataset.

Last column: Mulliken charge in e.
Positions of all 67 atoms, in Å:
V 0.42441 0.80216 0.13016  0.916
N -1.59655 1.41750 0.70596  -0.191
N -1.71567 1.43243 2.10748  -0.160
C -0.91119 0.63507 2.82852  0.069
N -1.18163 0.48593 4.11307  -0.267
N 0.09257 0.06899 2.13037  0.360
N 0.88060 -0.88326 2.74870  0.877
O 1.50122 -1.60269 2.00155  -0.599
O 0.94125 -0.94938 3.96737  -0.790
H -1.73169 2.36500 0.36326  0.390
H -2.31825 0.74878 0.32785  -0.249
H -2.60810 1.69825 2.49572  0.358
H -2.07641 0.77093 4.47236  0.206
H -0.56821 -0.09828 4.65957  0.230
S 2.70275 0.47044 -0.17388  -0.457
C 3.36862 2.08873 -0.20102  0.485
C 4.69078 2.27262 -0.60775  -0.991
C 5.26139 3.53384 -0.64026  0.497
C 6.61944 3.68273 -1.08132  -0.207
N 7.70856 3.77756 -1.43479  -0.513
C 4.50025 4.64761 -0.24783  0.541
C 3.19096 4.47022 0.16447  -1.031
C 2.60744 3.20273 0.19144  0.851
S 0.95472 3.02401 0.72297  -0.571
C 5.05976 5.96975 -0.27639  -0.190
N 5.50077 7.03019 -0.30820  -0.520
H 5.27947 1.41470 -0.90388  0.510
H 2.60806 5.32948 0.46742  0.506
N 0.11804 1.65787 -3.97733  -0.023
C -1.23886 1.61161 -3.76102  -0.868
C -1.39157 1.37362 -2.43409  -0.497
N -0.14501 1.27306 -1.84779  0.563
C 0.73957 1.44550 -2.80748  -0.639
H 0.57763 1.81883 -4.85662  0.213
H -1.95653 1.74322 -4.54979  0.422
H -2.30427 1.22591 -1.87958  0.490
H 1.80843 1.41140 -2.68186  0.536
C -0.92023 -3.92274 -1.14399  -1.525
C -0.10664 -3.06831 -2.11879  1.397
C 1.35709 -3.50066 -2.11212  -1.694
C -0.68298 -3.19938 -3.52443  -1.858
N -0.16526 -1.61574 -1.82465  -0.422
N 0.08521 -1.29067 -0.44963  0.378
H -0.93424 -4.95871 -1.48560  0.565
H -1.94890 -3.56275 -1.07236  0.274
H -0.47919 -3.92633 -0.14361  0.288
H 1.44280 -4.53988 -2.43261  0.459
H 1.79865 -3.43908 -1.11396  0.336
H 1.94174 -2.87406 -2.78619  0.350
H -0.63227 -4.23507 -3.86051  0.439
H -0.12301 -2.57717 -4.22417  0.385
H -1.73112 -2.89031 -3.54053  0.390
H -1.12164 -1.30040 -1.98149  0.236
H 0.94912 -1.74676 -0.17044  0.413
H -0.66067 -1.67387 0.13910  -0.087
Se -3.47576 -0.95072 -0.39880  -0.266
C -3.55250 -1.22549 1.49385  -0.196
C -4.38520 -0.44006 2.30050  -0.356
C -4.43874 -0.62732 3.67702  -0.658
C -3.67372 -1.61520 4.28705  -0.529
C -2.85238 -2.41054 3.49928  -0.584
C -2.78996 -2.21518 2.12488  -0.049
H -5.01067 0.30901 1.82946  0.461
H -5.10873 -0.01711 4.27250  0.384
H -3.73453 -1.77614 5.35604  0.427
H -2.26288 -3.19920 3.95187  0.429
H -2.17614 -2.87723 1.52492  0.358

Cartesian forces, eV/Å:
0.0 0.2 0.2
-0.1 -0.2 0.2
0.2 0.3 0.0
0.0 -0.1 0.0
0.1 0.1 0.0
0.0 0.0 -0.1
0.1 0.0 0.0
0.0 0.0 0.0
0.0 0.0 0.0
0.0 0.0 0.0
0.0 0.1 -0.3
0.0 -0.1 0.0
0.0 -0.1 0.0
0.0 0.0 0.0
0.1 0.0 -0.1
0.0 0.0 0.0
0.0 0.0 0.0
0.0 0.0 0.0
0.0 0.0 0.0
0.0 0.0 0.0
0.0 0.0 0.0
0.0 0.0 0.0
0.0 0.0 0.0
0.0 -0.1 0.0
0.0 0.0 0.0
0.0 0.0 0.0
0.0 0.0 0.0
0.0 0.0 0.0
0.0 0.0 0.0
0.0 0.0 0.0
0.0 0.0 0.0
0.0 0.0 0.0
0.0 0.0 0.0
0.0 0.0 0.0
0.0 0.0 0.0
0.0 0.0 0.0
0.0 0.0 0.0
0.0 0.0 0.0
0.0 0.0 0.0
0.0 0.0 0.0
0.0 0.0 0.0
0.0 0.0 0.0
-0.1 0.0 0.0
0.0 0.0 0.0
0.0 0.0 0.0
0.0 0.0 0.0
0.0 0.0 0.0
0.0 0.0 0.0
0.0 0.0 0.0
0.0 0.0 0.0
0.0 0.0 0.0
0.0 0.0 0.0
0.0 0.0 0.0
0.0 0.0 0.0
0.0 0.0 0.0
-0.1 -0.1 0.1
0.0 0.0 -0.1
0.1 0.0 0.1
0.0 0.0 0.0
0.0 0.0 0.0
0.0 0.0 0.0
-0.1 0.0 0.1
0.0 0.0 0.0
0.0 0.0 0.0
0.0 0.0 0.0
0.0 0.0 0.0
0.0 0.0 0.0

Properties
Multiplicity: 3
Orbital gap (alpha / beta): 6.62 / 6.96 eV
ΔE to the lowest compared entry with this formula, charge and spin: 1.1 kcal/mol
HOMO (alpha / beta): -7.463 / -7.464 eV
Energy: -156458.338 eV

The following is a quantum chemistry calculation of a molecular structure, C22H28N15RuS at a distorted geometry, from the Open Molecules 2025 dataset.

Last column: Mulliken charge in e.
Positions of all 67 atoms, in Å:
Ru 0.85872 0.34532 -0.79920  -0.083
C 2.07363 -2.58307 -1.35606  -1.071
N 0.82320 -2.06353 -1.90676  0.825
C 0.83587 -2.12296 -3.35897  -1.384
C -0.35228 -2.53073 -1.26744  0.397
C -1.26357 -3.38842 -1.86665  -0.512
C -2.39684 -3.79737 -1.18573  -0.743
C -2.66203 -3.30417 0.08461  -1.117
C -1.78034 -2.43999 0.70123  -0.973
C -0.59937 -2.04295 0.05466  0.604
N 0.28245 -1.10431 0.50222  1.596
C 0.59909 -0.77393 1.77722  -0.144
C 0.19722 -1.45837 2.94159  -0.546
C 0.43451 -0.91256 4.18415  -0.959
C 1.08106 0.30986 4.30701  -0.838
C 1.63294 0.91597 3.18748  -0.377
C 1.46499 0.35171 1.94047  0.021
N 2.18136 0.80629 0.76675  0.939
C 2.46764 2.24426 0.76269  -1.078
C 3.45264 0.06972 0.67020  -1.119
H 2.29581 -3.57508 -1.76680  0.384
H 1.99916 -2.68468 -0.27453  0.321
H 2.89598 -1.91109 -1.61757  0.283
H 0.88627 -3.15566 -3.72080  0.401
H 1.71082 -1.59125 -3.73382  0.315
H -0.05703 -1.65604 -3.76688  0.424
H -1.08977 -3.76723 -2.86119  0.436
H -3.07772 -4.48653 -1.65978  0.425
H -3.57694 -3.58197 0.58484  0.448
H -2.03524 -2.00116 1.65360  0.327
H -0.30731 -2.40667 2.85720  0.814
H 0.10913 -1.44086 5.06681  0.451
H 1.20260 0.77209 5.27180  0.500
H 2.20067 1.82411 3.31115  0.440
H 3.22735 2.51181 1.50316  0.458
H 1.55133 2.80242 0.95673  0.363
H 2.86041 2.51185 -0.21932  0.271
H 4.11753 0.34080 1.49675  0.375
H 3.94417 0.32132 -0.27146  0.249
H 3.27441 -1.00280 0.71955  0.334
N 0.04326 1.69074 -3.92890  0.014
C -0.94068 1.16804 -3.13999  -0.005
N -2.24696 1.32637 -3.30105  -0.559
N -2.79910 0.65985 -2.31148  -0.906
N -1.91715 0.08769 -1.58270  -0.167
N -0.71001 0.37442 -2.05760  1.416
C 1.35106 1.61279 -3.56783  0.072
N 2.41968 1.89917 -4.29803  -0.498
N 3.44867 1.65752 -3.52460  -0.747
N 3.08324 1.26225 -2.36242  -0.328
N 1.74923 1.24012 -2.31849  0.628
H -0.19393 2.04130 -4.84356  0.267
C -3.02302 1.56596 3.94970  -1.013
C -3.41548 1.00559 2.57887  -0.288
C -2.52945 1.56078 1.52910  0.225
N -1.32625 1.19008 1.30970  -0.168
N -0.69302 1.88168 0.35370  0.252
C -1.43512 2.82127 -0.18036  0.042
N -0.98778 3.67224 -1.11540  -0.299
S -3.03136 2.90652 0.50549  -0.184
H -3.70632 1.19092 4.70665  0.406
H -3.08000 2.65322 3.94260  0.330
H -2.00895 1.26691 4.20730  0.178
H -4.45319 1.26823 2.36649  0.457
H -3.32523 -0.08216 2.58173  -0.018
H -0.09274 3.49336 -1.54625  0.174
H -1.64192 4.24099 -1.62161  0.262

Cartesian forces, eV/Å:
-3.6 -2.5 0.8
0.5 -0.5 0.1
0.4 1.0 0.3
-0.1 0.0 -0.3
-0.4 0.3 0.5
0.3 0.0 0.0
0.1 0.2 0.1
0.0 0.0 0.0
0.3 0.0 0.2
-0.4 -1.3 -0.9
0.2 3.0 -1.0
0.8 -0.2 1.2
0.0 0.1 -0.2
-0.2 -0.1 0.0
0.0 0.0 -0.3
0.0 0.1 -0.1
-0.1 -0.4 0.1
-0.3 0.0 0.3
0.2 0.8 0.0
0.9 -0.4 -0.1
0.0 0.0 0.0
0.1 0.1 -0.1
-0.1 -0.1 0.1
0.1 0.0 0.0
0.0 0.0 0.1
-0.1 0.1 0.1
0.1 0.0 -0.1
-0.1 0.0 0.0
-0.1 0.0 0.1
0.0 0.0 0.0
-0.1 -0.1 0.0
-0.1 0.0 0.1
0.1 0.0 0.2
0.1 0.0 0.0
-0.1 -0.1 0.0
0.1 -0.1 0.0
0.0 -0.1 0.1
-0.1 0.0 0.0
-0.2 0.0 0.0
-0.1 0.0 0.0
-0.2 0.1 -0.2
-0.4 -0.6 0.4
1.0 0.9 -1.1
-1.0 -0.7 0.4
-0.5 -0.3 1.0
0.4 0.6 -1.0
1.0 -0.1 1.0
-1.6 0.1 -0.9
1.2 -0.1 0.3
0.8 0.2 0.5
-0.3 0.7 -1.1
0.0 0.1 0.0
-0.1 -0.1 -0.1
0.0 0.0 0.4
-0.1 0.5 -0.5
-0.5 -0.7 0.9
1.4 -0.5 -1.2
-0.2 0.4 -0.1
0.1 0.0 -0.1
0.7 -0.4 0.0
0.0 0.0 0.1
0.0 0.1 0.1
0.1 0.0 0.0
0.0 -0.1 -0.1
-0.1 0.0 -0.1
-0.1 0.0 0.0
0.0 0.0 -0.1

Properties
Multiplicity: 1
Orbital gap (alpha / beta): 4.57 / 4.58 eV
ΔE to the lowest compared entry with this formula, charge and spin: 47.6 kcal/mol
HOMO (alpha / beta): -10.627 / -10.625 eV
Total charge: +1
Energy: -59027.800 eV

The following is a quantum chemistry calculation of a molecular structure, C22H28N2NiOSi at a distorted geometry, from the Open Molecules 2025 dataset.

Last column: Mulliken charge in e.
Positions of all 55 atoms, in Å:
Ni -1.23056 0.13285 1.78564  0.351
C -2.60704 1.71462 2.45103  -0.292
C -3.47717 0.69030 2.06554  -0.517
C -3.22507 -0.44916 2.87984  -0.623
C -2.19951 -0.12864 3.78370  -0.349
C -1.81099 1.21935 3.53123  -1.001
H -2.61584 2.72590 2.07677  0.492
H -4.21667 0.76424 1.28213  0.450
H -3.76242 -1.38559 2.85305  0.538
H -1.83515 -0.75791 4.57995  0.474
H -1.10725 1.79313 4.11224  0.638
C 3.08666 -2.03379 -1.60392  -0.539
C 2.39172 -0.89508 -1.99606  -0.599
C 1.72660 -0.12231 -1.04837  -0.237
C 1.75041 -0.45077 0.31375  0.250
C 2.44675 -1.60795 0.68188  -0.281
C 3.10247 -2.39532 -0.26229  -0.623
Si 0.94843 0.68142 1.63221  0.768
C 1.47350 2.41048 1.09459  0.021
C 2.62176 2.99900 1.63384  -0.507
C 3.06045 4.24592 1.20034  -0.568
C 2.35276 4.93135 0.21953  -0.379
C 1.20122 4.36864 -0.31993  -0.744
C 0.76536 3.12476 0.12153  0.089
H 3.61795 -2.63128 -2.33684  0.393
H 2.38074 -0.59830 -3.04052  0.421
H 1.21449 0.78512 -1.37105  0.266
H 2.48925 -1.89175 1.73266  0.367
H 3.65498 -3.27307 0.05601  0.402
H 1.82312 0.41819 2.80937  -0.358
H 3.18569 2.46825 2.39667  0.305
H 3.95576 4.68557 1.62777  0.372
H 2.69340 5.90441 -0.11705  0.362
H 0.64164 4.90590 -1.07822  0.387
H -0.15151 2.70560 -0.29089  0.240
C -1.28404 -2.98091 0.66020  -0.855
N -1.13974 -2.54750 -0.72992  0.319
C -0.57595 -3.54434 -1.63657  -1.348
C -1.40281 -1.23833 -1.02802  0.464
O -1.70692 -0.40233 -0.13298  -0.635
N -1.43698 -0.78084 -2.31995  0.286
C -1.55795 0.65777 -2.54421  -1.146
C -1.33971 -1.49396 -3.58562  -0.977
H -0.94225 -4.00983 0.73237  0.356
H -2.31759 -2.92541 0.99851  0.235
H -0.67281 -2.39946 1.33054  0.246
H -0.15163 -4.34027 -1.03387  0.357
H 0.23753 -3.13471 -2.22704  0.503
H -1.32535 -3.99586 -2.28708  0.317
H -1.64290 1.18186 -1.60404  0.111
H -2.44403 0.85858 -3.15052  0.442
H -0.67916 1.02281 -3.08800  0.368
H -1.35643 -2.56170 -3.48382  0.362
H -0.42275 -1.20873 -4.10900  0.301
H -2.18445 -1.21092 -4.21711  0.325

Cartesian forces, eV/Å:
-1.0 0.2 -0.2
-0.5 0.3 0.4
0.2 0.2 0.0
0.3 -0.1 0.1
-0.2 0.0 0.1
0.6 -0.1 -0.5
0.1 0.0 -0.1
0.1 -0.1 -0.1
0.1 0.0 -0.1
0.1 0.0 -0.1
0.1 0.0 0.0
-0.1 0.0 0.0
-0.1 0.0 0.1
0.0 0.0 0.0
0.1 0.0 -0.1
-0.1 -0.1 -0.1
0.0 0.1 0.1
0.1 -0.5 -0.2
-0.2 0.2 0.0
0.0 0.0 -0.1
0.0 0.0 0.0
0.0 -0.1 0.0
0.0 0.0 0.0
0.0 0.0 0.0
0.0 0.0 0.0
0.0 0.0 0.1
0.1 -0.2 0.0
0.0 0.0 -0.1
0.0 0.0 0.0
-0.1 0.0 0.2
-0.1 0.1 -0.1
-0.1 0.0 0.0
0.0 -0.1 0.0
0.0 0.0 0.0
0.1 0.0 0.1
-0.2 0.0 -0.2
0.0 0.2 0.0
0.1 0.1 0.1
-0.3 0.2 0.0
0.7 -0.9 0.1
0.2 0.0 0.1
0.1 -0.1 0.0
0.0 0.2 0.1
-0.1 0.0 0.0
0.0 0.1 0.0
0.3 0.4 0.3
0.1 0.0 0.0
0.1 0.1 -0.1
0.0 -0.1 0.0
0.0 0.0 0.1
0.0 0.0 0.0
-0.1 0.0 0.0
-0.1 -0.1 0.0
0.0 0.0 0.0
0.0 0.1 0.0

Properties
Multiplicity: 1
Orbital gap (alpha / beta): 7.76 / 7.69 eV
ΔE to the lowest compared entry with this formula, charge and spin: 17.3 kcal/mol
HOMO (alpha / beta): -7.431 / -7.132 eV
Energy: -77215.867 eV